(1)
ORCA calculation (the ωB97M-V functional and the def2-TZVPD basis) on C46H48N3P2PtSi2 as an isolated structure at a distorted geometry.

The value obtained for the molar mass is 956.1 g/mol. As for the spin multiplicity: 1. Its frontier orbital gap is 0.1946 Ha. The calculation puts the total energy at -90535.958 eV. As for the max |F|: 0.0424 hartree/bohr. Its charge is -1.

Atoms and positions in Å:
Pt 0.71118 -0.13586 -0.80789
C 1.52399 4.46975 -0.29298
Si 0.01619 3.67716 -1.12420
C 0.36059 3.40278 -2.96119
C -1.40465 4.95450 -1.06665
N -0.29844 2.15840 -0.43018
P -1.01230 1.52257 0.84460
C -0.35401 -0.03543 1.11520
P -0.90410 -1.62488 0.86757
N -0.62363 -2.07297 -0.66179
Si -0.19451 -3.57433 -1.38510
C 0.32545 -5.02275 -0.25989
C -1.68239 -4.18930 -2.38673
C 1.27614 -3.34996 -2.55211
C -2.58120 -2.25051 1.26817
C -2.79269 -3.62823 1.32101
C -4.07471 -4.13995 1.43005
C -5.16573 -3.28041 1.48359
C -4.96434 -1.90988 1.43121
C -3.67800 -1.39805 1.32519
C 0.17730 -2.55780 2.02331
C -0.23861 -3.06816 3.24863
C 0.67449 -3.66307 4.10968
C 2.01482 -3.73591 3.76145
C 2.44200 -3.22035 2.54346
C 1.52789 -2.64395 1.67728
C -2.81396 1.78014 0.63861
C -3.68385 2.21579 1.63191
C -5.02762 2.41593 1.33950
C -5.51090 2.16356 0.06463
C -4.64792 1.71447 -0.92904
C -3.30569 1.53088 -0.64355
C -0.60896 2.54824 2.31489
C -0.96565 3.89835 2.32444
C -0.47029 4.75416 3.29478
C 0.39304 4.26919 4.26967
C 0.73340 2.92447 4.28191
C 0.23420 2.06730 3.30846
H 1.82523 5.39988 -0.78573
H 2.36719 3.77434 -0.32271
H 1.31370 4.68755 0.75662
H 0.46712 4.35104 -3.49789
H -0.45431 2.83771 -3.41853
H 1.27485 2.82421 -3.10436
H -1.34411 5.60924 -1.94099
H -1.35955 5.59083 -0.17879
H -2.38395 4.46792 -1.08101
H -0.29357 -5.14620 0.63068
H 1.35436 -4.90248 0.08414
H 0.26572 -5.95012 -0.83739
H -2.54742 -4.36707 -1.74265
H -1.44567 -5.11998 -2.91232
H -1.96636 -3.44102 -3.13023
H 2.02864 -2.70224 -2.09915
H 0.96808 -2.88399 -3.49049
H 1.74370 -4.31224 -2.78714
H -1.94222 -4.29550 1.26754
H -4.22524 -5.21263 1.46048
H -6.16860 -3.68261 1.56136
H -5.80999 -1.23301 1.46129
H -3.52025 -0.32894 1.28304
H -1.28213 -2.98754 3.52990
H 0.34121 -4.06740 5.05852
H 2.72312 -4.19684 4.44008
H 3.49170 -3.26658 2.27661
H 1.84293 -2.24840 0.71779
H -3.31204 2.40000 2.63240
H -5.69790 2.77907 2.10990
H -6.55986 2.31899 -0.15766
H -5.02449 1.52029 -1.92600
H -2.60596 1.20741 -1.40597
H -1.62744 4.27222 1.55176
H -0.73776 5.80465 3.28307
H 0.80357 4.94262 5.01285
H 1.39955 2.54688 5.04904
H 0.49762 1.01496 3.30131
C -0.36876 -0.25142 -4.93508
C 0.85092 -0.05390 -5.57747
C 2.00966 0.11071 -4.84120
C 1.95749 0.06542 -3.44648
C 0.72828 -0.14024 -2.79453
C -0.42822 -0.28577 -3.54597
C 3.08247 0.20176 -2.54745
C 4.43831 0.18807 -2.91339
C 5.41718 0.23187 -1.96441
C 5.05972 0.32729 -0.60131
C 6.00309 0.36977 0.43990
C 5.60093 0.49540 1.74716
C 4.23762 0.60411 2.05347
C 3.28946 0.55527 1.06053
C 3.67520 0.38613 -0.28320
N 2.71927 0.29497 -1.25459
H -1.27331 -0.38124 -5.51803
H 0.89499 -0.02867 -6.66001
H 2.95668 0.29177 -5.33954
H -1.37515 -0.45589 -3.04508
H 4.70338 0.11516 -3.96012
H 6.46513 0.18876 -2.23610
H 7.05711 0.30311 0.19310
H 6.34245 0.52291 2.53599
H 3.91813 0.73019 3.08013
H 2.23196 0.64350 1.28642


(2)
ORCA calculation (the ωB97M-V functional and the def2-TZVPD basis) on C46H49As2N7P2SSe2Tl as an isolated structure at a distorted geometry.

The value obtained for the molar mass is 1306.1 g/mol. As for the spin multiplicity: 1. Its frontier orbital gap is 0.2448 Ha. The calculation puts the total energy at -345405.797 eV. As for the max |F|: 0.0429 hartree/bohr. Its charge is -1.

Atoms and positions in Å:
Tl 13.44999 11.81795 11.77360
C 16.44661 9.96812 16.67913
C 16.65092 10.68856 15.30623
N 15.77401 11.80710 15.15285
C 14.48664 11.69137 14.63272
S 13.67969 13.17050 14.32401
N 14.01126 10.46590 14.49903
N 12.75060 10.34839 13.93895
C 12.12237 9.27807 14.17402
C 12.59471 8.16837 15.11516
C 10.82240 9.10792 13.47172
C 9.64804 9.09526 14.18456
C 8.45093 8.79335 13.54844
C 8.40656 8.65803 12.18650
C 9.65191 8.73864 11.52517
N 10.84100 8.91932 12.12074
H 16.83956 8.92417 16.62201
H 15.39185 9.90618 16.88178
H 16.84925 10.57279 17.46532
H 16.51866 9.98758 14.49728
H 17.67826 11.11686 15.25768
H 16.15185 12.74332 14.96291
H 13.67286 8.17145 15.08706
H 12.19058 7.19542 14.84912
H 12.32666 8.45341 16.13359
H 9.62012 9.24344 15.25671
H 7.55495 8.63849 14.12482
H 7.48094 8.55626 11.64424
H 9.68271 8.56622 10.46804
C 14.25168 7.05112 12.16805
As 14.60181 8.64618 11.07428
C 16.28914 8.25018 10.20871
C 13.33010 8.14298 9.63903
C 12.48134 7.01127 9.70726
C 11.55993 6.73339 8.67130
C 11.50986 7.55579 7.55088
C 12.36636 8.65201 7.47635
C 13.29236 8.94828 8.47675
As 14.48991 10.51550 8.26759
C 15.31152 10.09001 6.49353
C 13.29017 11.89512 7.63104
H 14.59595 6.15266 11.61416
H 13.18451 6.95267 12.32076
H 14.79354 7.03190 13.14172
H 16.13860 7.63903 9.30343
H 16.90201 7.72402 10.97842
H 16.76282 9.21353 9.98681
H 12.50116 6.34150 10.55211
H 10.86894 5.88184 8.72357
H 10.84243 7.34107 6.73702
H 12.39230 9.18556 6.49951
H 14.54587 10.08109 5.74449
H 16.00203 9.21713 6.52749
H 15.88310 10.97487 6.29764
H 12.74512 11.67426 6.66386
H 13.99541 12.73498 7.49317
H 12.61019 12.15696 8.43137
Se 20.43544 14.90648 12.10616
P 20.03472 12.89929 11.70013
C 20.52704 12.33524 10.04775
C 21.05830 13.26991 9.19235
C 21.35834 12.94210 7.87162
C 21.25928 11.62151 7.47004
C 20.76439 10.68199 8.38465
C 20.45064 11.00152 9.69938
C 21.03813 11.74970 12.72868
C 22.31800 11.37814 12.28301
C 23.12678 10.73402 13.14639
C 22.76385 10.43746 14.44347
C 21.47644 10.72011 14.87285
C 20.60318 11.40379 13.99760
C 18.34794 12.38641 11.81803
C 17.09968 12.93902 11.56434
N 16.22378 11.93452 11.65758
N 16.88770 10.80487 11.93670
N 18.17586 11.09784 12.07115
P 16.43988 14.59263 11.14103
Se 14.44932 14.55627 10.46759
C 16.71893 15.63002 12.61250
C 17.52624 15.21113 13.66031
C 17.71662 16.04347 14.74466
C 17.04549 17.26156 14.86472
C 16.08600 17.56702 13.89839
C 15.92703 16.75890 12.74437
C 17.53124 15.16331 9.85015
C 17.75564 14.39547 8.72180
C 18.52530 14.88736 7.67773
C 19.10884 16.15282 7.74787
C 18.89727 16.94780 8.88549
C 18.12028 16.43979 9.89895
H 21.15309 14.30673 9.47345
H 21.72281 13.75620 7.25909
H 21.41325 11.31807 6.39587
H 20.58692 9.67238 7.97855
H 20.08363 10.27434 10.37276
H 22.63998 11.61543 11.25118
H 24.08693 10.48488 12.76252
H 23.39375 9.81449 15.03196
H 21.25019 10.49634 15.91862
H 19.62247 11.74232 14.31359
H 18.11097 14.31614 13.57500
H 18.45145 15.74008 15.49586
H 17.22495 17.92010 15.71097
H 15.51269 18.51180 13.96397
H 15.18484 17.02206 11.99625
H 17.32086 13.39759 8.63874
H 18.55957 14.27872 6.80160
H 19.64993 16.50861 6.91974
H 19.37728 17.89610 8.86813
H 17.96993 17.03858 10.78976